Density functional theory data (ωB97M-V/def2-TZVPD) for a structure of composition C22H66N4O9.

```
101
Properties=species:S:1:pos:R:3
O 2.72435 2.18174 0.17807
H 2.71318 3.01780 -0.28787
H 2.41352 1.54447 -0.46496
O 2.79176 -0.78013 2.63682
H 2.28202 -0.23166 2.04051
H 3.32442 -0.16109 3.13611
C -0.12131 2.51896 3.20022
C 0.41540 3.23664 4.43957
O 0.84578 4.48541 3.93911
H 0.68636 2.31171 2.49821
H -0.85501 3.11173 2.65396
H -0.63037 1.59060 3.45926
H 1.19530 2.69775 4.97757
H -0.40626 3.39535 5.13799
H 0.03262 4.94758 3.72283
C 2.55433 3.92913 1.89159
C 3.11193 2.70683 2.61583
O 2.31379 1.58285 2.29106
H 1.72365 4.38535 2.43004
H 2.26277 3.84942 0.84433
H 3.26240 4.74091 1.72501
H 3.01527 2.99632 3.66222
H 4.17109 2.52559 2.43294
H 2.62792 1.32658 1.42086
C 3.68824 0.54088 -1.35325
C 2.41157 0.80462 -2.16580
O 1.76783 1.87613 -1.56235
H 4.20828 1.49750 -1.30288
H 4.23769 -0.22620 -1.89895
H 3.39473 0.28189 -0.33596
H 1.78121 -0.08452 -2.17948
H 2.62138 1.04946 -3.20702
H 1.23694 2.26001 -2.26406
C -3.59737 -0.65952 -1.23037
C -2.84698 -1.26320 -0.04191
C -1.70459 -2.26181 -0.33064
O -1.98292 -3.55505 -0.87711
C -2.28375 -4.52944 0.11962
N -2.17337 -0.13988 0.49089
H -4.28621 0.03715 -0.75262
H -4.30356 -1.42962 -1.54078
H -3.13304 -0.21708 -2.11171
H -3.45484 -1.58360 0.80422
H -1.09666 -2.33317 0.57127
H -1.01130 -1.86339 -1.07137
H -1.54477 -4.65255 0.91136
H -2.31358 -5.51497 -0.34505
H -3.26797 -4.26671 0.50742
H -2.88803 0.31606 1.03996
H -1.46469 -0.32690 1.18580
C 2.63507 -3.47863 -1.72288
C 2.02329 -2.98243 -0.40162
C 1.66435 -4.11990 0.53326
O 0.75125 -5.14001 0.12039
C -0.42052 -4.71898 -0.48400
N 2.86426 -1.96093 0.14858
H 1.89593 -4.07971 -2.25249
H 3.52924 -4.04346 -1.45918
H 2.96683 -2.62352 -2.31179
H 1.04556 -2.56507 -0.64234
H 1.15828 -3.73349 1.41796
H 2.49122 -4.76185 0.83702
H -1.10793 -5.56480 -0.49709
H -0.27340 -4.40203 -1.51647
H -0.88805 -3.90750 0.07369
H 2.48145 -1.69077 1.04333
H 3.06008 -1.18357 -0.46582
C 0.64823 2.42093 0.30942
C 0.30237 0.93677 0.63216
C 1.45600 -0.11404 0.48488
O 1.23403 -1.39619 0.80440
C 0.06285 -2.04105 0.17636
N -0.09979 0.89370 2.06014
H 1.00427 2.69095 -0.68478
H 1.24187 2.91926 1.07581
H -0.31467 2.92880 0.25461
H -0.54234 0.61195 0.02466
H 2.38282 0.15586 0.99108
H 1.73311 -0.07463 -0.56857
H -0.90299 -1.70422 0.55296
H 0.14520 -3.12746 0.14381
H 0.06402 -1.86422 -0.89919
H 0.18231 0.04715 2.53330
H 0.45383 1.61101 2.50630
C -5.27563 0.74621 -3.86526
C -4.09699 1.63613 -3.26994
C -3.43244 0.99079 -2.13411
O -2.42857 1.73127 -1.49382
C -1.79217 1.07997 -0.41198
N -3.12867 1.67077 -4.41873
H -6.09215 0.90272 -3.16035
H -5.09154 -0.31729 -4.01754
H -5.61495 1.13728 -4.82443
H -4.13770 2.72426 -3.22092
H -2.95955 0.11135 -2.57120
H -4.26266 0.56933 -1.56736
H -1.15217 0.22219 -0.61858
H -2.64564 0.83522 0.22031
H -1.31349 1.88394 0.14713
H -2.34745 2.24564 -4.13710
H -3.60543 2.22636 -5.11452
```

Output
Spin multiplicity = 1
ΔE to the lowest compared entry with this formula, charge and spin = 76.5923 eV
Total charge = 0
DFT total energy = -48193.7063 eV

Results of the Löwdin charge analysis, in e, for atoms 1 through 5: -0.221 0.106 -0.054 -0.032 -0.037


Density functional theory data (ωB97M-V/def2-TZVPD) for a structure of composition C28H28O3P2Se4Ti.

```
66
Properties=species:S:1:pos:R:3
Ti 1.11951 -2.04276 -1.31909
O 1.33352 -0.75524 0.19896
P 0.21967 -0.30553 1.17413
C -1.40420 -0.49436 0.38358
P -1.22851 0.13598 -1.30926
O -0.19106 -0.70734 -2.06410
C -2.85415 -0.06808 -2.05190
C -3.46585 -1.32127 -1.96020
C -4.70107 -1.53535 -2.55265
C -5.32797 -0.50166 -3.23750
C -4.71821 0.73999 -3.34004
C -3.47707 0.95879 -2.75269
C -0.82292 1.83944 -1.23101
C 0.40921 2.28880 -1.74492
C 0.73724 3.62553 -1.66553
C -0.15918 4.55261 -1.10146
C -1.38715 4.11528 -0.62200
C -1.72946 2.77431 -0.66869
C 0.23186 -1.34161 2.64905
C 1.19161 -2.33540 2.81817
C 1.24647 -3.05373 4.00609
C 0.33278 -2.79935 5.01978
C -0.63166 -1.81203 4.85232
C -0.67542 -1.07792 3.67442
C 0.42017 1.35017 1.61809
C -0.60133 2.11398 2.26131
C -0.35672 3.41747 2.63951
C 0.87688 4.02473 2.38616
C 1.89648 3.27327 1.76264
C 1.68646 1.96998 1.38671
H -2.17258 0.06422 0.92395
H -1.64000 -1.55984 0.35905
H -2.96047 -2.13529 -1.44921
H -5.16933 -2.51015 -2.48840
H -6.29454 -0.66790 -3.69817
H -5.20344 1.54004 -3.88460
H -2.99080 1.92206 -2.83858
H 1.10281 1.58329 -2.18975
H 1.69719 3.95540 -2.04635
H 0.10226 5.60269 -1.04300
H -2.07442 4.82527 -0.17557
H -2.68740 2.44863 -0.27574
H 1.88603 -2.54651 2.01799
H 1.99567 -3.82693 4.13107
H 0.36967 -3.37036 5.94135
H -1.33922 -1.60237 5.64566
H -1.40658 -0.28422 3.56557
H -1.57992 1.68553 2.45314
H -1.14858 3.98726 3.11440
H 1.05147 5.05217 2.68105
H 2.85697 3.73334 1.55693
H 2.47062 1.41517 0.88555
Se 3.14063 0.27626 -3.93243
Se 3.30295 -1.93731 -3.46385
Se 1.20045 -2.95803 -3.69877
Se -0.03721 -3.75535 -0.28056
C 3.51581 -4.57240 -1.43552
O 4.01578 -3.29536 -1.07977
C 3.24967 -2.17043 -1.35881
C 4.00143 -1.01163 -0.76451
H 4.24663 -5.29118 -1.07038
H 3.41640 -4.67202 -2.51583
H 2.54215 -4.75432 -0.98139
H 5.05810 -1.06766 -1.04112
H 3.91282 -1.07395 0.32018
H 3.59903 -0.05686 -1.09345
```

Output
Spin multiplicity = 2
⟨S²⟩ = 0.760
ΔE to the lowest compared entry with this formula, charge and spin = 0.3477 eV
Total charge = -1
DFT total energy = -338716.1584 eV

Results of the Löwdin charge analysis, in e, for atoms 1 through 5: 0.192 -0.461 0.757 -0.308 0.791


Density functional theory data (ωB97M-V/def2-TZVPD) for a structure of composition C16H12BrN2O2Ru.

```
34
Properties=species:S:1:pos:R:3
Ru -0.47304 0.57610 -1.30741
Br -4.32320 1.71140 4.79301
C -3.56960 1.51572 3.11700
C -4.35332 1.82138 2.00553
C -3.77159 1.77648 0.74705
C -2.41929 1.43595 0.54955
O -1.91538 1.84559 -0.56713
C -1.63781 0.96929 1.71412
C -0.30710 0.53338 1.72642
N 0.30316 0.28009 0.56541
C 1.52504 -0.40271 0.48450
C 2.40791 -0.66808 1.54187
C 3.63146 -1.26036 1.24491
C 3.94562 -1.78399 0.01242
C 3.02665 -1.66747 -1.06941
C 3.20240 -2.16052 -2.37987
C 2.29802 -1.81061 -3.38086
C 1.16432 -1.08296 -3.08456
N 0.94273 -0.64356 -1.83390
C 1.84293 -0.91381 -0.82123
C -2.21941 1.16518 2.99370
H -5.41571 2.03727 2.13831
H -4.35365 2.05706 -0.14232
H 0.14919 0.28791 2.66212
H 2.07561 -0.35191 2.56098
H 4.31983 -1.43317 2.07302
H 4.93025 -2.24844 -0.08443
H 4.01387 -2.85530 -2.62379
H 2.42811 -2.14294 -4.41779
H 0.37072 -0.82443 -3.79990
H -1.58752 0.97883 3.85365
O -1.79020 1.23173 -2.95164
H -2.68386 1.26556 -2.52979
H -1.75716 0.76133 -3.78955
```

Output
Spin multiplicity = 5
⟨S²⟩ = 6.057
Total charge = +3
DFT total energy = -96454.8592 eV

Results of the Löwdin charge analysis, in e, for atoms 1 through 5: 1.361 1.094 -0.618 -0.027 0.080


Density functional theory data (ωB97M-V/def2-TZVPD) for a cluster of 2 separate species, CHFNO3 in total.

```
7
Properties=species:S:1:pos:R:3
C -0.51688 -1.02038 -0.67064
N -0.16632 -0.16762 0.35438
O -1.77787 -0.79814 -0.37072
O 0.09838 -1.75017 -1.33866
O 1.59197 0.78524 0.96996
F 1.16762 2.06794 0.87988
H -0.39690 0.88312 0.17580
```

Output
Spin multiplicity = 1
ΔE to the lowest compared entry with this formula, charge and spin = 3.0925 eV
Total charge = -1
DFT total energy = -11398.1818 eV

Results of the Löwdin charge analysis, in e, for atoms 1 through 5: -0.832 0.201 -0.035 0.089 -0.270


Density functional theory data (ωB97M-V/def2-TZVPD) for a structure of composition C31H20CrN2O7.

```
61
Properties=species:S:1:pos:R:3
O 2.67485 3.52953 2.62681
C 2.46788 2.41020 2.38514
Cr 2.14098 0.53347 2.36751
C 0.65344 0.98526 3.45902
O -0.15110 1.39036 4.19984
C 3.12684 0.65034 3.99221
O 3.66450 0.93982 4.98353
C 3.50466 -0.12817 0.79700
C 2.37183 0.47617 0.23332
C 1.09131 0.06144 0.61405
C 0.92515 -1.08116 1.44335
C -0.38098 -1.59958 1.77897
C -1.60148 -1.69384 1.96155
C -2.96108 -1.79764 2.08229
C -3.70852 -0.56512 2.14769
C -4.98934 -0.50509 2.73121
C -5.76681 0.64260 2.62502
C -5.23994 1.80967 2.05743
C -3.93014 1.80326 1.57084
C -3.16823 0.63978 1.61692
C 2.06622 -1.54916 2.14048
C 3.34980 -1.14722 1.74184
H 4.49882 0.20521 0.51419
H 2.48005 1.29155 -0.48236
H 0.19709 0.59464 0.27571
H -3.50859 -2.74329 1.57816
H -5.35910 -1.37280 3.26763
H -6.79417 0.63600 2.97513
H -5.84625 2.72373 1.98859
H -3.49160 2.70207 1.13615
H -2.15580 0.64839 1.21665
H 1.90926 -2.24717 2.96756
H 4.21850 -1.62049 2.20358
C -3.61657 -3.63012 2.55918
C -5.11209 -3.96095 2.51686
C -5.92912 -3.76782 3.63748
C -7.31528 -3.77867 3.52362
C -7.89948 -4.15642 2.30587
N -9.29356 -3.96867 2.10649
O -9.79594 -4.39361 1.04233
O -9.96157 -3.37875 2.98594
C -7.10014 -4.55877 1.22992
C -5.71568 -4.39166 1.31032
C -2.74750 -4.82720 2.21034
C -3.26977 -6.14087 2.16996
C -2.55657 -7.18897 1.60757
C -1.25326 -6.95636 1.15084
N -0.63046 -7.94787 0.34489
O 0.51166 -7.74303 -0.11771
O -1.27028 -8.99914 0.11511
C -0.64027 -5.71443 1.36756
C -1.38410 -4.68886 1.91915
H -3.33465 -3.25953 3.55567
H -5.47434 -3.59157 4.62137
H -7.95039 -3.47098 4.34538
H -7.59127 -4.91837 0.32969
H -5.12246 -4.61670 0.42700
H -4.26648 -6.35748 2.54866
H -2.99084 -8.17591 1.46653
H 0.38780 -5.58005 1.04438
H -0.88183 -3.74686 2.09540
```

Output
Spin multiplicity = 4
⟨S²⟩ = 3.830
ΔE to the lowest compared entry with this formula, charge and spin = 2.2133 eV
Total charge = -1
DFT total energy = -78194.2753 eV

Results of the Löwdin charge analysis, in e, for atoms 1 through 5: 0.102 -0.135 0.114 -0.117 0.114